# 1
Formula: C6H16O2P
Source: OMol25
Level of theory: ωB97M-V with the def2-TZVPD basis set

Last column: Mulliken charge in e.
Cartesian coordinates (Å):
C: -1.375 -2.111 -0.769  -1.32
C: 3.057 1.544 1.026  -0.28
C: 0.146 0.428 -2.315  -0.52
C: -2.615 0.789 0.496  -0.63
C: -0.512 -1.781 0.371  -0.30
C: 2.091 1.010 1.942  -0.99
O: 0.771 0.225 -1.057  -0.28
O: -1.338 0.880 -0.006  -0.32
P: 0.013 0.029 0.330  0.79
H: -1.730 -3.137 -0.696  0.41
H: -2.191 -1.478 -1.006  0.32
H: -0.603 -2.265 -1.433  0.40
H: 2.621 1.254 0.016  -0.01
H: 3.173 2.618 1.095  0.27
H: 4.134 1.233 1.118  0.33
H: -0.867 0.026 -2.188  0.32
H: 0.767 -0.144 -3.161  0.21
H: 0.230 1.456 -2.513  0.29
H: -2.704 -0.124 1.186  0.27
H: -3.272 0.806 -0.326  0.34
H: -3.031 1.608 1.243  0.24
H: 0.257 -2.583 0.371  0.45
H: -1.148 -1.980 1.294  0.32
H: 1.519 1.646 2.639  0.42
H: 2.607 0.049 2.346  0.27

energy above the lowest of the compared OMol25 structures with the same formula, charge and spin = 0.063 eV
total charge = +1
spin multiplicity = 3
orbital gap (spin up / spin down) = 8.127 / 7.140 eV
lowest unoccupied orbital energy (spin up / spin down) = -3.120 / -7.543 eV


# 2
Formula: C6H16O3
Source: OMol25
Level of theory: ωB97M-V with the def2-TZVPD basis set

Last column: Mulliken charge in e.
Cartesian coordinates (Å):
C: 1.303 1.424 1.208  -1.41
C: 0.285 1.518 0.118  1.22
C: -0.923 2.029 0.322  -1.28
C: 0.711 1.031 -1.240  -0.85
C: 0.858 -0.465 -1.360  0.00
C: 0.660 -1.143 -2.481  -0.93
H: 1.646 0.396 1.354  0.31
H: 0.923 1.771 2.163  0.35
H: 2.187 2.024 0.980  0.35
H: -1.242 2.395 1.293  0.32
H: -1.659 2.134 -0.473  0.31
H: 0.042 1.399 -2.017  0.39
H: 1.691 1.467 -1.470  0.36
H: 1.198 -1.003 -0.483  0.28
H: 0.313 -0.665 -3.391  0.27
H: 0.822 -2.211 -2.563  0.34
H: -1.870 -0.189 -1.004  0.33
H: -1.626 -1.699 -1.149  0.36
O: -2.236 -1.057 -0.766  -0.77
H: -1.688 -0.292 2.197  0.29
H: -1.957 -1.196 0.992  0.45
O: -1.657 -1.216 1.924  -0.76
H: 0.083 -1.701 1.816  0.40
H: 1.116 -2.760 2.301  0.30
O: 1.020 -1.990 1.729  -0.64

energy above the lowest of the compared OMol25 structures with the same formula, charge and spin = 0.325 eV
total charge = 0
structure (SMILES) = C=CCC(=C)C.O.O.O
spin multiplicity = 1
orbital gap = 10.501 eV
lowest unoccupied orbital energy = 0.756 eV


# 3
Formula: C6H16S
Source: OMol25
Level of theory: ωB97M-V with the def2-TZVPD basis set

Last column: Mulliken charge in e.
Cartesian coordinates (Å):
C: -2.573 0.555 0.659  -1.39
C: -1.506 -0.495 0.914  0.18
C: -1.442 -0.954 2.370  -0.61
S: 0.073 -1.937 2.571  -0.25
H: -2.571 0.855 -0.387  0.35
H: -2.417 1.457 1.259  0.34
H: -3.574 0.180 0.880  0.40
H: -1.678 -1.355 0.266  0.32
H: -0.525 -0.105 0.650  -0.17
H: -2.323 -1.534 2.643  0.38
H: -1.384 -0.081 3.024  0.35
H: 0.030 -2.076 3.901  0.11
C: 1.728 -0.572 -2.408  -1.05
C: 2.166 0.850 -2.088  -0.19
C: 1.637 1.298 -0.734  -0.97
H: 2.233 -1.273 -1.744  0.29
H: 1.933 -0.856 -3.443  0.33
H: 0.655 -0.672 -2.241  0.25
H: 1.823 1.551 -2.850  0.28
H: 3.257 0.925 -2.087  0.27
H: 2.096 2.227 -0.398  0.36
H: 0.561 1.472 -0.792  0.19
H: 1.800 0.540 0.034  0.24

energy above the lowest of the compared OMol25 structures with the same formula, charge and spin = 0.082 eV
total charge = 0
structure (SMILES) = CCCS.CCC
spin multiplicity = 1
orbital gap = 9.948 eV
lowest unoccupied orbital energy = 0.937 eV


# 4
Formula: C6H16S2
Source: OMol25
Level of theory: ωB97M-V with the def2-TZVPD basis set

Last column: Mulliken charge in e.
Cartesian coordinates (Å):
C: 1.196 1.923 -0.601  -0.02
C: 2.259 1.938 0.489  -1.07
C: 0.530 0.906 -3.081  -0.71
S: 1.845 1.838 -2.278  -0.08
H: 0.538 1.079 -0.395  -0.13
H: 0.569 2.805 -0.465  0.34
H: 3.175 2.438 0.198  0.36
H: 2.585 0.949 0.823  0.24
H: -0.386 1.478 -3.178  0.28
H: 0.885 0.667 -4.082  0.34
H: 0.316 -0.021 -2.536  0.12
H: 1.878 2.432 1.378  0.33
C: -0.828 -2.597 1.396  -0.35
C: 0.363 -1.763 0.861  -0.97
C: -2.745 -0.973 2.846  -0.74
S: -2.283 -1.587 1.262  0.33
H: -1.051 -3.381 0.677  0.38
H: -0.617 -3.024 2.371  0.41
H: 0.592 -0.904 1.488  0.36
H: 0.159 -1.416 -0.153  0.20
H: -3.829 -0.846 2.867  0.35
H: -2.393 -1.555 3.706  0.33
H: -2.260 0.022 2.923  0.33
H: 1.245 -2.406 0.808  0.37

energy above the lowest of the compared OMol25 structures with the same formula, charge and spin = 1.290 eV
total charge = +1
spin multiplicity = 2
orbital gap (spin up / spin down) = 7.642 / 2.559 eV
lowest unoccupied orbital energy (spin up / spin down) = -3.202 / -8.272 eV


# 5
Formula: C6H16S4
Source: OMol25
Level of theory: ωB97M-V with the def2-TZVPD basis set

Last column: Mulliken charge in e.
Cartesian coordinates (Å):
S: -17.432 -1.774 -0.850  -0.13
S: -15.950 -0.374 -0.512  -0.07
C: -18.746 -0.635 -1.435  -0.68
C: -15.690 0.891 -2.992  -0.84
C: -15.129 -0.271 -2.152  -0.55
H: -18.902 0.163 -0.689  0.28
H: -19.681 -1.210 -1.536  0.30
H: -18.514 -0.167 -2.407  0.19
H: -16.642 0.565 -3.444  0.21
H: -14.982 1.137 -3.801  0.35
H: -15.876 1.801 -2.397  0.23
H: -15.256 -1.290 -2.565  0.37
H: -14.050 -0.122 -1.951  0.33
S: -15.600 6.188 1.763  -0.08
S: -13.857 5.279 1.275  -0.10
C: -16.264 4.911 2.908  -0.67
C: -14.826 5.035 -1.314  -0.82
C: -14.153 4.232 -0.186  -0.30
H: -17.324 5.162 3.080  0.28
H: -15.776 4.758 3.885  0.29
H: -16.215 3.968 2.338  0.18
H: -15.484 5.860 -0.993  0.28
H: -15.366 4.423 -2.057  0.22
H: -13.932 5.465 -1.797  0.27
H: -14.690 3.362 0.238  0.12
H: -13.192 3.866 -0.597  0.34

energy above the lowest of the compared OMol25 structures with the same formula, charge and spin = 0.114 eV
total charge = 0
structure (SMILES) = CCSSC.CCSSC
spin multiplicity = 1
orbital gap = 9.476 eV
lowest unoccupied orbital energy = 0.626 eV


# 6
Formula: C6H17IN6
Source: OMol25
Level of theory: ωB97M-V with the def2-TZVPD basis set

Last column: Mulliken charge in e.
Cartesian coordinates (Å):
C: -0.995 -1.289 1.121  -0.56
C: -2.315 0.883 -2.045  -1.04
C: 4.043 -2.766 -0.092  -0.69
C: -0.953 -0.401 0.095  -0.60
C: -1.366 0.978 0.210  0.67
C: 2.711 -0.748 -0.070  0.25
N: -0.590 -2.567 1.042  -0.40
N: -1.725 2.779 1.820  -0.73
N: -1.167 1.596 1.373  0.10
N: -1.880 1.601 -0.861  0.33
N: -2.023 2.994 -0.842  -0.79
N: 3.845 -1.351 -0.191  -0.11
I: 2.476 1.293 -0.199  0.28
H: -1.347 -0.990 2.100  0.42
H: -3.117 1.447 -2.520  0.36
H: -1.504 0.770 -2.768  0.34
H: -2.708 -0.094 -1.774  0.40
H: 4.536 -3.137 -0.994  0.32
H: 4.705 -2.990 0.749  0.33
H: 3.098 -3.289 0.047  0.27
H: -0.697 -0.745 -0.894  0.58
H: -0.447 -2.982 0.134  0.24
H: 1.822 -1.338 0.122  0.09
H: -0.844 -3.206 1.778  0.26
H: -2.014 3.367 1.036  0.35
H: -1.118 3.260 2.475  0.26
H: -2.970 3.262 -1.111  0.29
H: -1.374 3.436 -1.492  0.23
H: -0.774 1.035 2.120  0.29
H: 4.692 -0.807 -0.365  0.26

total charge = +2
spin multiplicity = 1
orbital gap = 7.051 eV
lowest unoccupied orbital energy = -7.586 eV